(1)
27
Properties=species:S:1:pos:R:3:forces:R:3 method="wB97M-V/def2-TZVPD" spin_multiplicity=2 homo_energy_ev="-3.655 / -3.648" charge=-2 homo_lumo_gap_ha="0.3180 / 0.1493" s2=0.76
Mg -10.53683 3.46271 -12.56010 -1.0 -1.1 1.5
Cl -8.82848 4.07402 -13.90213 1.5 0.5 -0.5
Cl -12.70562 2.93072 -13.06891 -0.4 -0.3 -0.4
C -13.08726 7.14720 -11.82588 3.9 1.2 -0.1
F -13.41536 8.22240 -11.07443 0.5 0.5 -0.9
F -13.93953 6.27327 -11.50203 -2.1 -2.2 -0.6
F -13.00860 7.46703 -13.17553 -1.1 -0.3 1.8
S -11.31455 6.50362 -11.37383 3.0 -0.3 1.5
O -11.12121 5.24607 -12.14703 -1.1 2.7 0.1
O -10.35370 7.57191 -11.76758 -2.3 -1.4 0.3
O -11.29566 6.17597 -9.93065 -1.2 1.1 -2.0
C -10.35127 -0.01004 -10.14205 1.3 -0.1 -2.2
F -10.02992 -1.17474 -9.53700 -0.5 0.2 -0.4
F -11.64891 0.10448 -10.35638 -0.5 -0.4 0.6
F -9.93250 0.95630 -9.37322 0.1 0.6 0.7
S -9.53429 0.18877 -11.89740 0.5 -0.8 -4.0
O -9.84892 1.59912 -12.26427 0.1 -1.5 1.0
O -8.09699 -0.06571 -11.83863 -1.1 0.4 1.3
O -10.16897 -0.73905 -12.88700 0.2 1.2 2.7
C -8.30798 5.36969 -8.89918 -0.3 -3.2 0.8
F -8.77371 6.38281 -9.46095 -1.0 3.0 -1.5
F -7.14672 5.69733 -8.31925 0.4 -0.5 -0.1
F -9.15471 4.97282 -7.91205 0.4 0.0 -0.1
S -8.22644 3.92970 -10.17478 0.5 -1.6 -0.6
O -9.58669 3.62800 -10.68170 2.1 1.3 1.5
O -7.28937 4.41339 -11.22243 -1.0 0.6 -0.5
O -7.55674 2.85691 -9.47414 -0.7 0.4 0.5

---

(2)
7
Properties=species:S:1:pos:R:3:forces:R:3 method="wB97M-V/def2-TZVPD" spin_multiplicity=1 homo_energy_ev="-8.653 / -8.737" relative_energy_kj_mol=28.7 charge=0 homo_lumo_gap_ha="0.2518 / 0.2559"
C 0.02543 0.32651 0.46558 0.6 0.5 -1.4
C 0.16385 -0.71097 1.40691 -0.2 -1.3 0.0
C 0.12386 0.38278 -0.91270 -1.5 -0.8 1.3
F 0.20271 1.52460 -1.57652 0.2 -1.8 0.1
F -0.02680 -0.73864 -1.62169 0.6 2.0 0.1
Cl 0.07529 1.84186 1.30039 0.0 0.8 -0.1
I -0.56433 -2.62613 0.93803 0.3 0.6 -0.1

---

(3)
25
Properties=species:S:1:pos:R:3:forces:R:3 method="wB97M-V/def2-TZVPD" spin_multiplicity=5 homo_energy_ev="-2.928 / -6.972" charge=-1 homo_lumo_gap_ha="0.1924 / 0.1156" s2=6.02
Ti -1.08364 0.16449 -1.16607 1.2 0.7 0.1
C 2.56360 -2.19114 -3.65050 -0.7 1.5 2.7
F 3.46043 -3.17157 -3.49837 -0.5 0.5 -0.4
F 3.16484 -1.08325 -4.11729 -0.1 -0.7 -0.3
F 1.57400 -2.55496 -4.43465 0.1 -0.4 -0.8
S 1.73240 -1.74681 -1.91320 2.3 -0.1 3.4
O 0.44987 -1.07600 -2.12821 -0.8 1.0 -1.2
O 1.47169 -3.06649 -1.35177 0.6 0.4 -0.7
O 2.67414 -0.87796 -1.12805 -1.6 -1.9 -2.4
C -2.86900 -0.97776 2.77076 0.8 0.0 0.1
F -3.26215 -1.60715 3.88424 0.4 0.1 -0.5
F -3.83691 -0.24796 2.31298 -1.3 0.3 -0.5
F -1.84034 -0.18545 2.97215 0.5 -0.1 0.7
S -2.34498 -2.18299 1.46024 0.1 -0.3 -1.1
O -1.14441 -2.89248 1.94609 -1.5 0.5 -0.5
O -3.53719 -3.00292 1.22580 1.2 0.2 0.3
O -2.03963 -1.39849 0.24760 -0.2 -0.9 1.6
C 1.50685 3.82988 1.04263 -2.2 -2.4 -1.4
F 2.35657 3.75522 -0.01999 -0.8 1.1 1.1
F 1.99497 2.97086 1.95266 0.1 1.2 0.3
F 1.24046 5.05600 1.48196 1.7 -0.2 0.2
S -0.27173 3.21728 0.60036 -2.3 0.0 0.3
O -1.02090 3.08543 1.87123 1.9 -0.4 -1.2
O -0.87838 4.25085 -0.22296 1.2 -0.3 -0.1
O -0.06056 1.93333 -0.13764 -0.1 0.2 0.4

---

(4)
13
Properties=species:S:1:pos:R:3:forces:R:3 method="wB97M-V/def2-TZVPD" smiles=CC.C spin_multiplicity=1 homo_energy_ev=-11.760 relative_energy_kj_mol=14.4 charge=0 homo_lumo_gap_ha=0.4704
C 1.85549 -0.00663 -1.41952 0.2 -0.3 -0.2
C 0.41205 -0.20074 -1.89250 0.4 0.1 -0.5
H 1.93739 0.33904 -0.39362 -0.2 0.0 0.1
H 2.45111 -0.91883 -1.50732 -0.1 0.0 0.1
H 2.35699 0.73310 -2.03727 0.1 0.1 -0.1
H 0.07561 0.73268 -2.34650 -0.5 0.0 0.5
H -0.24920 -0.57645 -1.11615 -0.1 0.3 0.1
H 0.34643 -0.90806 -2.71990 0.2 -0.2 0.0
C -2.03030 0.18608 2.97541 -0.6 0.9 0.6
H -2.42110 0.01773 1.97811 0.4 -0.5 -0.1
H -1.33769 1.02790 2.95275 -0.1 0.1 0.0
H -2.91006 0.45506 3.58372 0.4 0.1 -0.1
H -1.52690 -0.62361 3.48465 0.0 -0.5 -0.4

---

| no. | total energy (a.u.) |
| --- | --- |
| 1 | -4005.543549 |
| 2 | -1071.777937 |
| 3 | -3734.257582 |
| 4 | -120.277419 |